(1)
11
Properties=species:S:1:pos:R:3:forces:R:3 method="wB97M-V/def2-TZVPD" lumo_ev=0.19 smiles="O=C=C1CO1.C=O" total_energy_ev=-10350.8036 relative_energy_ev=4.409 orbital_gap_ev=9.150
O 2.09811 -1.34394 -0.81461 -0.804 0.554 -0.169
C 1.15071 -0.68361 -0.98376 0.539 -0.492 0.119
O 0.98105 0.19924 1.82325 -0.381 -0.314 0.102
C 0.07350 -0.59582 1.81723 0.205 0.197 -0.006
C -0.07109 -0.16571 -0.99354 0.263 -0.060 0.029
C -0.74814 1.11150 -0.94975 -0.026 0.258 0.159
O -0.92262 0.19745 -2.03924 -0.064 -0.043 -0.206
H -0.98150 -0.28697 1.96004 0.144 0.004 0.020
H 0.23668 -1.68044 1.67008 0.059 0.114 0.046
H -0.20796 2.02310 -1.19837 -0.066 -0.152 0.020
H -1.60874 1.22520 -0.29134 0.131 -0.066 -0.112


(2)
4
Properties=species:S:1:pos:R:3:forces:R:3 method="wB97M-V/def2-TZVPD" lumo_ev="-2.28 / -3.58" total_energy_ev=-76960.6779 relative_energy_ev=1.953 orbital_gap_ev="9.297 / 7.315"
N -0.85375 0.34563 0.44008 -1.063 0.363 2.905
F -1.77065 -0.01609 -0.43045 0.320 -0.394 -1.601
F 2.75511 -0.76746 -0.13385 -1.256 0.549 0.178
Br 0.83292 0.43819 0.02538 2.000 -0.518 -1.482


(3)
13
Properties=species:S:1:pos:R:3:forces:R:3 method="wB97M-V/def2-TZVPD" lumo_ev=3.89 smiles=CNCC[S-] total_charge=-1 total_energy_ev=-15565.9594 relative_energy_ev=1.083 orbital_gap_ev=6.049
C 1.19197 0.40851 2.15597 -0.845 0.554 -1.300
N 1.45145 -0.57834 1.11539 1.604 -0.220 -0.011
C 0.49798 -0.78011 0.01747 -1.482 0.496 1.186
C -0.14680 0.46589 -0.57573 0.103 1.089 -0.998
S -1.62915 0.09420 -1.60555 0.535 -0.088 -0.108
H 2.15157 0.66790 2.59155 -0.081 -0.272 0.670
H 0.41439 0.06950 2.84545 0.363 -0.082 0.307
H 0.81312 1.35940 1.73393 -0.001 -0.166 0.135
H 2.40062 -0.37754 0.81130 -0.377 -0.233 -0.466
H 0.88035 -1.32741 -0.84581 0.538 -0.077 0.366
H -0.28586 -1.42174 0.43930 -0.125 0.087 -0.192
H 0.69278 0.98308 -1.08263 -0.196 -0.313 -0.730
H -0.47191 1.33278 0.00696 -0.038 -0.774 1.141